Record 1
{
  "formula": "C3H13NO3",
  "method": "wB97M-V/def2-TZVPD",
  "s_squared": 0.773,
  "homo_lumo_gap_ev": [9.546, 6.359],
  "total_charge": 1,
  "de_lowest_kcal_mol": 37.54,
  "multiplicity": 2,
  "elements": ["O", "H", "C", "H", "H", "C", "N", "H", "H", "H", "O", "C", "H", "H", "O", "H", "H", "H", "H", "H"],
  "xyz": [[2.961, 3.949, 0.506], [-1.985, -0.375, -1.880], [-1.892, 0.595, -1.397], [0.467, 1.141, -0.699], [2.647, 3.158, 0.061], [-0.143, 1.086, 0.191], [-1.302, 0.498, -0.064], [-1.122, -2.807, -1.775], [-2.875, 1.019, -1.252], [-1.288, 1.239, -2.029], [1.097, -4.608, 0.792], [0.298, 1.394, 1.460], [1.318, -4.473, 1.718], [-1.829, -0.075, 0.587], [-0.477, -2.522, -1.119], [-0.961, -2.270, -0.329], [3.841, 3.736, 0.786], [-0.172, 1.099, 2.382], [0.390, -3.986, 0.601], [1.029, 2.203, 1.461]]
}

=====

Record 2
{
  "formula": "C6H12O",
  "method": "wB97M-V/def2-TZVPD",
  "homo_lumo_gap_ev": 9.200,
  "de_lowest_kcal_mol": 114.66,
  "elements": ["C", "H", "H", "H", "C", "H", "C", "H", "H", "H", "H", "O", "H", "H", "C", "H", "C", "C", "H"],
  "xyz": [[-1.003, 0.233, -0.289], [-1.406, -0.478, 0.438], [0.601, 2.022, 2.176], [1.327, -0.609, 0.948], [-0.229, 1.450, 1.756], [0.218, 1.959, -0.284], [0.087, 1.062, 0.327], [-0.375, 0.554, 2.372], [-1.139, 2.058, 1.815], [2.260, 0.696, 0.189], [1.447, -1.520, -1.239], [-0.372, -0.528, -1.349], [-1.835, 0.789, -0.728], [1.499, 0.083, -2.004], [1.063, -0.498, -1.183], [-0.439, -2.804, -0.647], [-1.360, -2.194, -0.705], [1.310, 0.156, 0.163], [-1.591, -2.331, -1.769]]
}

=====

Record 3
{
  "formula": "C9H22N2NaO5",
  "method": "wB97M-V/def2-TZVPD",
  "s_squared": 0.759,
  "homo_lumo_gap_ev": [7.951, 7.614],
  "multiplicity": 2,
  "elements": ["H", "H", "H", "H", "H", "C", "H", "O", "N", "H", "N", "H", "H", "C", "H", "H", "H", "H", "H", "C", "H", "H", "H", "C", "O", "H", "H", "C", "C", "H", "C", "O", "Na", "C", "H", "C", "O", "O", "H"],
  "xyz": [[0.957, -3.095, 2.399], [1.466, 2.472, -1.396], [-3.299, -1.267, -1.426], [2.464, 2.291, 0.875], [-2.049, -2.618, 0.012], [2.168, 1.720, -1.035], [-2.703, -2.069, 1.541], [-1.802, 2.698, 2.129], [1.942, 1.581, 0.381], [2.216, 0.533, -2.816], [-0.285, -0.711, 2.406], [4.297, 1.420, -1.063], [2.383, -0.539, -1.509], [-1.953, -1.851, 0.781], [3.924, 2.956, -0.428], [3.735, 2.599, -2.258], [-0.036, -3.918, 1.237], [2.597, 0.837, 0.575], [0.322, -1.143, -3.343], [-0.475, -1.796, 1.433], [0.247, -1.684, -1.680], [-1.179, -0.835, -2.406], [-3.543, 0.385, -1.131], [1.867, 0.378, -1.795], [0.442, 0.337, -1.788], [-0.929, -0.986, 3.134], [0.289, -1.559, 0.693], [-1.885, 3.399, 1.186], [3.634, 2.270, -1.224], [-4.412, -0.747, -0.133], [-0.054, -3.132, 1.992], [-1.787, 2.814, 0.076], [-0.392, 0.884, 0.512], [-3.447, -0.565, -0.605], [-0.799, -3.368, 2.751], [-0.092, -0.906, -2.363], [-2.216, 4.594, 1.315], [-2.236, -0.572, 0.131], [0.621, -0.808, 2.840]]
}

=====

Record 4
{
  "formula": "C25H19Br2ClIIrN7O6",
  "method": "wB97M-V/def2-TZVPD",
  "s_squared": 6.039,
  "homo_lumo_gap_ev": [7.658, 6.074],
  "total_charge": 1,
  "de_lowest_kcal_mol": 13.29,
  "multiplicity": 5,
  "elements": ["N", "C", "H", "N", "Br", "C", "C", "C", "C", "C", "H", "C", "H", "H", "H", "C", "H", "N", "C", "O", "H", "H", "H", "H", "H", "N", "O", "H", "H", "C", "C", "H", "C", "N", "Ir", "H", "Br", "C", "H", "C", "I", "C", "C", "N", "C", "N", "O", "H", "C", "H", "C", "C", "O", "O", "C", "Cl", "C", "O", "C", "C", "H", "C"],
  "xyz": [[1.595, -2.300, -1.496], [-0.288, 0.497, -2.794], [-0.930, 2.259, -4.356], [0.387, 0.660, -3.982], [4.803, -2.496, 4.289], [-4.593, -1.307, 0.410], [-0.204, 4.244, 1.894], [-3.320, 0.979, -0.409], [0.972, 2.918, -0.179], [-4.694, 0.892, -0.465], [2.469, -1.883, -4.121], [2.642, -0.122, 0.830], [5.719, -1.320, 1.752], [-1.253, -0.832, 2.782], [1.415, 2.299, -0.920], [1.477, 4.150, 0.204], [-2.543, -1.944, 0.834], [0.576, -0.577, 1.896], [-0.662, 3.006, 1.482], [-1.202, 1.190, -2.412], [2.252, -2.955, -1.773], [-5.029, -2.232, 0.845], [2.302, 4.561, -0.376], [-2.841, 1.840, -0.751], [-0.249, -2.358, 4.694], [-6.169, 2.972, -1.001], [2.019, 0.549, 0.011], [-0.636, 4.705, 2.791], [1.215, 5.704, 1.644], [1.712, -2.032, 4.009], [-0.184, -1.064, 2.883], [0.544, 2.313, -5.285], [0.377, -1.824, 3.963], [-2.594, -0.080, -0.058], [-0.400, 0.132, 0.138], [-6.431, -0.347, -0.041], [4.979, 0.225, -0.713], [4.637, -1.088, 1.798], [-0.714, 1.028, -5.685], [3.995, -1.610, 2.863], [-2.221, 2.102, 2.575], [1.344, -0.167, -4.417], [-0.187, 1.641, -4.889], [-0.092, 2.357, 0.428], [0.897, 4.745, 1.263], [0.304, -0.389, -1.899], [-0.843, -3.557, 2.206], [1.644, 0.110, -5.413], [1.795, -1.190, -3.637], [0.915, -2.546, -0.745], [1.193, -1.279, -2.322], [-3.227, -1.155, 0.475], [-1.714, -4.668, 0.256], [-0.615, -2.661, 0.020], [-5.366, -0.285, -0.097], [-0.634, -3.943, 0.777], [2.537, -1.460, 2.972], [0.602, -4.579, 0.534], [-5.533, 2.026, -0.822], [1.891, -0.788, 1.946], [2.142, -2.667, 4.782], [4.018, -0.400, 0.807]]
}

=====

Record 5
{
  "formula": "C31H30N11PdS2",
  "method": "wB97M-V/def2-TZVPD",
  "homo_lumo_gap_ev": 5.595,
  "total_charge": -1,
  "de_lowest_kcal_mol": 21.42,
  "elements": ["N", "C", "H", "H", "S", "H", "C", "C", "C", "C", "C", "C", "C", "Pd", "C", "C", "C", "H", "N", "N", "H", "C", "H", "N", "H", "C", "C", "H", "H", "C", "H", "C", "H", "C", "S", "H", "N", "H", "H", "H", "C", "N", "C", "H", "N", "H", "C", "H", "N", "N", "C", "H", "C", "H", "H", "H", "H", "C", "H", "H", "H", "C", "C", "H", "C", "H", "C", "H", "N", "H", "C", "N", "C", "C", "C"],
  "xyz": [[-2.515, 7.487, 0.250], [-3.077, 1.703, 0.970], [-3.323, 2.320, 5.776], [-4.856, 2.912, 0.388], [2.245, 1.206, 1.404], [1.776, -8.059, 0.458], [-0.465, 3.199, -1.017], [-0.022, 0.341, 5.423], [-1.764, -1.576, 2.438], [-4.660, 8.248, 1.351], [-0.021, -5.024, -1.208], [-0.054, -1.772, -1.551], [-6.494, 6.708, 0.930], [0.360, -0.005, 0.505], [-1.688, 2.741, -0.303], [-0.752, 0.297, 6.603], [-1.696, 1.803, 4.500], [-2.912, -1.017, 4.157], [-0.759, -1.646, -0.281], [-2.921, 3.316, -0.487], [-2.422, 4.539, -2.072], [-3.855, 7.394, 0.589], [0.912, -0.191, 5.340], [0.031, -2.841, -2.264], [0.379, 2.616, -0.652], [-3.213, 4.432, -1.336], [1.903, -5.983, -0.112], [-2.500, 0.944, 7.683], [0.621, -1.311, 3.343], [-1.802, -4.143, 3.491], [-1.702, -0.569, 2.043], [-3.813, 2.653, 0.342], [-1.806, -5.146, 3.900], [-5.975, 7.891, 1.515], [0.643, -0.258, -1.985], [-2.072, 2.385, 3.665], [0.118, 1.193, 3.104], [-1.485, -4.188, -2.318], [1.765, -3.933, -0.755], [-3.415, 0.955, 1.669], [-0.649, -6.277, -1.119], [1.445, -0.763, 3.121], [-1.944, 0.992, 6.756], [-0.546, 3.025, -2.093], [-2.220, 6.468, -0.467], [-0.578, -4.667, 1.789], [-2.400, 1.758, 5.688], [-2.973, -3.311, 5.092], [-3.313, 5.696, -0.634], [-1.762, 1.762, 0.555], [-1.105, -2.602, 1.771], [-0.525, -8.302, -0.458], [-0.010, -7.349, -0.520], [-6.633, 8.520, 2.101], [-0.367, -0.295, 7.426], [-0.279, 4.260, -0.837], [2.089, -1.296, 2.553], [-2.438, -1.834, 3.626], [2.905, -5.855, 0.281], [-4.250, 9.147, 1.791], [-7.537, 6.464, 1.084], [-2.464, -3.118, 4.156], [1.277, -4.894, -0.696], [-4.159, 4.264, -1.851], [-4.371, 6.240, 0.025], [-6.120, 4.963, -0.260], [1.276, -7.220, -0.007], [-0.214, 1.941, 2.516], [-0.696, -3.954, -1.739], [-1.653, -6.392, -1.513], [-5.714, 5.864, 0.180], [-0.330, -2.488, 0.574], [-1.115, -3.885, 2.314], [1.117, 0.433, 2.451], [-0.497, 1.086, 4.336]]
}

=====

Record 6
{
  "formula": "C60H75CsN10O3S2Sb2",
  "method": "wB97M-V/def2-TZVPD",
  "homo_lumo_gap_ev": 7.329,
  "de_lowest_kcal_mol": 14.04,
  "elements": ["H", "C", "C", "H", "H", "C", "Sb", "C", "H", "H", "C", "C", "C", "H", "C", "H", "C", "C", "C", "H", "C", "H", "H", "N", "H", "C", "H", "H", "C", "Cs", "C", "C", "H", "H", "O", "C", "N", "H", "C", "H", "C", "H", "H", "C", "C", "H", "H", "C", "C", "O", "C", "H", "H", "C", "H", "H", "H", "H", "C", "H", "H", "H", "H", "C", "H", "C", "C", "O", "H", "H", "C", "C", "H", "C", "N", "C", "H", "N", "H", "H", "H", "C", "C", "H", "C", "H", "H", "H", "C", "H", "H", "C", "C", "H", "H", "H", "H", "C", "C", "C", "H", "H", "H", "C", "H", "H", "S", "C", "H", "H", "C", "H", "H", "H", "C", "N", "H", "N", "C", "Sb", "H", "H", "H", "S", "C", "C", "H", "N", "N", "C", "H", "C", "N", "H", "H", "C", "H", "H", "C", "H", "H", "C", "H", "C", "C", "H", "H", "C", "C", "H", "C", "N", "C"],
  "xyz": [[8.193, 2.444, 2.132], [-2.019, -2.165, -1.687], [-6.218, -3.901, 2.844], [4.372, 1.894, -1.270], [5.568, -2.476, 0.172], [0.629, 4.321, -3.634], [2.779, 1.008, 0.816], [6.436, -0.182, -3.150], [2.231, -6.177, -1.324], [-4.804, 5.729, 5.531], [-0.781, -0.084, 7.830], [-5.113, 3.148, 4.808], [1.927, -4.073, -0.999], [0.368, -5.191, 2.270], [1.266, -0.462, 4.988], [-5.233, -4.777, 1.151], [6.470, 1.194, 1.879], [1.643, -0.663, 7.828], [-0.146, 5.506, -3.955], [-6.376, 5.139, 3.577], [5.855, 0.124, 1.218], [1.963, 3.106, 2.323], [-3.664, 1.498, -1.123], [-2.000, 2.305, -2.014], [-6.632, -5.533, 4.182], [-6.369, -2.736, 3.595], [3.450, 3.237, -0.563], [-1.826, -4.331, 1.773], [0.686, -4.026, -3.420], [-0.927, 0.125, 0.778], [0.048, -1.622, -2.949], [0.293, -4.462, 1.455], [-5.783, 4.094, 2.277], [0.193, -5.040, 0.535], [-4.521, 0.984, 2.307], [1.239, -5.217, -2.980], [-2.106, 6.700, -4.043], [1.880, -3.440, 2.261], [-3.285, 2.344, -1.693], [-6.094, 3.485, 5.149], [-2.883, 4.193, 1.953], [-5.235, 2.248, 4.209], [2.372, 1.068, -2.765], [-5.488, 4.843, 3.017], [-3.577, 4.486, -2.687], [1.690, -1.007, 2.950], [1.007, 1.667, 8.997], [-1.688, -3.295, -0.702], [2.631, 3.027, -3.634], [-2.544, -0.416, 2.655], [-4.446, 4.263, 3.979], [1.171, -6.113, -3.584], [-1.437, 4.072, 0.369], [1.839, -5.252, -1.731], [8.499, -0.706, -0.739], [0.210, 2.477, 7.646], [6.951, -2.332, -0.919], [-3.484, 4.920, 1.423], [1.986, 4.199, -3.942], [-1.208, -0.316, -2.037], [2.492, 5.031, -4.417], [1.658, -0.658, 8.919], [6.426, -3.149, -3.405], [0.781, -2.902, -2.606], [1.906, -1.234, 5.394], [-4.644, -2.735, 1.430], [-1.545, 5.568, -3.669], [-3.471, -0.189, 0.448], [-2.384, -2.598, -2.628], [0.772, -0.805, -3.029], [-4.119, 3.414, -2.022], [-4.787, -1.594, 2.205], [-5.165, 3.394, -1.744], [4.035, 2.343, -0.335], [-0.904, 2.833, 1.912], [2.816, 2.433, 2.441], [7.283, -0.849, -3.313], [1.480, -3.618, 1.351], [-4.524, 2.902, 5.695], [-0.891, -3.043, 2.555], [9.509, 1.225, 0.405], [0.565, 0.414, 5.809], [-0.023, 3.249, -3.011], [4.826, -3.143, -4.186], [-6.974, -5.151, 3.217], [6.755, 0.658, -2.530], [-6.832, -5.935, 2.473], [-5.116, 5.729, 2.497], [0.957, 1.725, 7.907], [-0.441, -1.750, -3.925], [0.172, -3.967, -4.372], [8.493, 0.928, 0.637], [6.116, -1.789, -0.479], [3.744, 3.007, 2.409], [-3.999, -2.703, 0.558], [-5.775, -0.678, 3.862], [-2.590, -3.912, -0.548], [-1.233, 2.383, 3.128], [-0.315, 1.406, 3.785], [2.502, -4.053, 0.404], [5.902, 1.716, 2.645], [3.309, -3.316, 0.438], [1.927, 2.067, 7.536], [0.609, 0.347, 7.330], [3.684, 2.890, -3.848], [-1.080, -1.030, 7.372], [-0.934, 7.597, -4.696], [5.351, -3.115, -3.228], [-0.805, 2.064, 5.760], [4.370, -0.014, 2.710], [-2.217, 4.465, -3.010], [2.727, 1.928, 3.404], [2.931, -5.038, 0.630], [-7.058, -2.732, 4.433], [1.151, -0.329, 3.615], [0.319, 6.593, -4.537], [-3.547, 6.213, 4.377], [-1.188, -2.714, 0.533], [7.918, -0.154, -0.008], [4.841, -1.295, -2.182], [-2.628, 2.359, 4.748], [-3.195, 4.990, 5.609], [-1.834, -1.993, 0.829], [-3.769, -0.175, 1.883], [-2.380, 2.801, 3.792], [7.759, 1.607, 1.597], [4.180, -1.250, 1.461], [1.442, -2.918, -1.449], [0.615, 2.107, -2.718], [-5.659, -1.588, 3.285], [-8.045, -4.952, 3.304], [-0.980, -3.635, 1.638], [-0.883, -1.265, -1.887], [-0.769, -0.212, 8.915], [6.091, 0.196, -4.115], [-1.730, 3.713, 1.354], [5.045, -3.989, -2.648], [1.402, -1.679, 7.504], [-1.461, 3.338, -2.666], [-2.827, -1.578, -1.243], [2.647, -0.412, 7.475], [-3.233, 3.737, 3.219], [-1.540, 0.663, 7.582], [4.456, -0.208, 1.639], [-0.238, 1.354, 5.173], [4.909, 2.621, 0.254], [-0.928, -3.957, -1.119], [6.609, -0.577, 0.253], [-3.965, 5.368, 4.930], [-4.166, 5.349, -2.970], [-5.353, -3.883, 1.754], [0.408, 0.593, 3.014], [1.896, 2.009, -3.025]]
}

=====

Number 1: calculated total energy -402.2278 hartree. Number 2: calculated total energy -310.8766 hartree. Number 3: calculated total energy -1004.0709 hartree. Number 4: calculated total energy -7808.5241 hartree. Number 5: calculated total energy -2725.9025 hartree. Number 6: calculated total energy -4401.6832 hartree.